No. 1
Below is an isolated molecule of CH2N2S3 at a distorted geometry, with properties calculated with ωB97M-V/def2-TZVPD.

XYZ file:
```
8
Properties=species:S:1:pos:R:3
C -0.675 -1.000 -0.203
N -1.108 0.181 -0.173
N -0.707 1.366 -0.181
S 0.960 -1.747 -0.264
S 1.787 1.426 -0.315
S 1.848 -0.199 0.817
H -1.459 -1.829 -0.402
H -0.645 1.802 0.722
```

Energy above the lowest of the compared OMol25 structures with the same formula, charge and spin in kcal per mole: 32.0
Multiplicity: 1
HOMO-LUMO gap (alpha / beta) in eV: 7.9 / 6.8
Calculated total energy in eV: -36552.0726
Net charge: 0
Highest occupied orbital energy (alpha / beta) in eV: -8.344 / -8.184

Löwdin atomic charge list, values in e, 2 entries: C -0.566; N -0.148

---

No. 2
Below is an isolated molecule of C5H14N2 at a distorted geometry, with properties calculated with ωB97M-V/def2-TZVPD.

XYZ file:
```
21
Properties=species:S:1:pos:R:3
C -0.347 -0.866 -1.910
C 0.086 0.425 -1.005
C 1.604 0.637 -1.226
C -0.269 0.568 0.547
N -1.626 1.134 0.908
C -0.161 -0.804 1.212
N 0.040 -0.951 2.734
H -1.375 -1.173 -1.508
H -0.355 -0.627 -2.928
H 0.245 -1.788 -1.698
H -0.495 1.260 -1.396
H 1.911 0.879 -2.207
H 1.977 1.548 -0.785
H 2.200 0.059 -0.575
H 0.504 1.098 0.994
H -2.235 0.328 0.897
H -1.997 1.872 0.374
H -1.142 -1.281 1.084
H 0.574 -1.377 0.638
H -0.195 0.019 2.918
H 1.055 -0.958 2.932
```

Energy above the lowest of the compared OMol25 structures with the same formula, charge and spin in kcal per mole: 45.2
Multiplicity: 1
HOMO-LUMO gap in eV: 10.4
Calculated total energy in eV: -8390.6608
Net charge: 0
Highest occupied orbital energy in eV: -9.370
Structure (SMILES): CC(C)[C@@H](N)CN

Löwdin atomic charge list, values in e, 2 entries: C -0.057; C -0.316

---

No. 3
Below is a cluster of 2 separate species, C4H9S in total at a distorted geometry, with properties calculated with ωB97M-V/def2-TZVPD.

XYZ file:
```
14
Properties=species:S:1:pos:R:3
C 2.270 -0.417 -0.544
S 2.490 -0.100 1.271
H 1.591 -1.167 -0.857
H 3.265 -0.656 -0.857
H 1.686 0.477 -0.953
C -1.382 1.002 -0.665
C -1.531 -0.275 0.200
C -1.115 -0.499 1.502
H -0.887 0.717 -1.585
H -0.660 1.650 -0.194
H -2.270 1.605 -0.803
H -1.688 -1.050 -0.467
H -1.277 -1.503 1.902
H -0.492 0.215 2.049
```

Energy above the lowest of the compared OMol25 structures with the same formula, charge and spin in kcal per mole: 34.0
Multiplicity: 2
HOMO-LUMO gap (alpha / beta) in eV: 2.1 / 5.8
Calculated total energy in eV: -15123.8074
Net charge: -2
Highest occupied orbital energy (alpha / beta) in eV: 4.231 / 0.430
⟨S²⟩: 0.751

Löwdin atomic charge list, values in e, 2 entries: C -0.727; S -0.107

---

No. 4
Below is an isolated molecule of C6H16FO2P, with properties calculated with ωB97M-V/def2-TZVPD.

XYZ file:
```
26
Properties=species:S:1:pos:R:3
C -3.345 0.266 -0.751
C -1.954 0.874 -0.600
C -1.030 0.206 0.467
C -1.650 -0.973 1.206
P 0.607 -0.131 -0.303
O 0.518 -1.833 -0.328
F 0.732 1.565 -0.541
C 2.181 -0.032 0.610
C 3.297 0.707 -0.154
O 4.509 -0.044 -0.128
H -3.309 -0.814 -0.888
H -3.823 0.684 -1.636
H -3.981 0.496 0.101
H -1.469 0.865 -1.575
H -2.053 1.926 -0.341
H -0.789 0.961 1.218
H -2.599 -0.661 1.643
H -1.010 -1.289 2.029
H -1.839 -1.825 0.560
H 0.682 -0.227 -1.685
H 0.679 -2.229 0.531
H 1.985 0.459 1.565
H 2.558 -1.030 0.821
H 3.000 0.918 -1.179
H 3.507 1.663 0.318
H 4.597 -0.504 -0.959
```

Multiplicity: 1
HOMO-LUMO gap in eV: 11.0
Calculated total energy in eV: -22583.4088
Net charge: 0
Highest occupied orbital energy in eV: -10.198
Structure (SMILES): CC[C@@H](C)[PH](O)(F)CCO

Löwdin atomic charge list, values in e, 2 entries: C -0.113; C -0.250

---

No. 5
Below is a cluster of 2 separate species, C4H8NO3 in total at a distorted geometry, with properties calculated with ωB97M-V/def2-TZVPD.

XYZ file:
```
16
Properties=species:S:1:pos:R:3
C -0.231 0.038 1.730
N 0.332 -0.874 0.676
C 1.129 -0.115 -0.299
C 0.595 1.335 -0.488
O 1.359 2.224 0.125
C 0.604 0.302 -1.719
O 1.430 0.128 -2.737
O -2.051 -1.603 -0.081
H -1.170 0.561 1.340
H 0.489 0.859 1.964
H -0.463 -0.504 2.677
H -2.655 -2.283 -0.472
H 2.124 -0.525 -0.418
H -0.494 1.676 -0.540
H -0.563 -1.281 0.204
H -0.433 0.062 -1.964
```

Energy above the lowest of the compared OMol25 structures with the same formula, charge and spin in kcal per mole: 200.8
Multiplicity: 1
HOMO-LUMO gap in eV: 5.3
Calculated total energy in eV: -11904.5881
Net charge: -1
Highest occupied orbital energy in eV: -3.897

Löwdin atomic charge list, values in e, 2 entries: C -0.148; N -0.025

---

No. 6
Below is an isolated molecule of C4H2Cl2F2, with properties calculated with ωB97M-V/def2-TZVPD.

XYZ file:
```
10
Properties=species:S:1:pos:R:3
C -0.641 2.153 0.798
C -0.977 1.106 0.053
F -1.991 1.188 -0.825
C -0.357 -0.242 0.059
Cl -1.462 -1.566 0.164
C 0.945 -0.500 -0.018
F 1.408 -1.729 0.033
Cl 2.192 0.660 -0.187
H 0.159 2.051 1.494
H -1.145 3.101 0.681
```

Energy above the lowest of the compared OMol25 structures with the same formula, charge and spin in kcal per mole: 0.4
Multiplicity: 1
HOMO-LUMO gap in eV: 10.1
Calculated total energy in eV: -34658.7898
Net charge: 0
Highest occupied orbital energy in eV: -9.519
Structure (SMILES): C=C(F)/C(Cl)=C(/F)Cl

Löwdin atomic charge list, values in e, 2 entries: C 0.091; C -0.410